No. 1
C60H156N12O14 | the ωB97M-V functional and the def2-TZVPD basis

Geometry as XYZ:
```
242
C60H156N12O14 | OMol25 | the ωB97M-V functional and the def2-TZVPD basis
C 5.06 -18.42 12.41
O 5.91 -19.18 13.23
H 4.92 -17.44 12.87
H 5.43 -18.35 11.39
H 4.11 -18.95 12.46
H 5.74 -20.06 12.88
C 0.97 -24.14 18.59
O -0.21 -23.59 19.17
H 1.81 -24.50 19.19
H 0.59 -25.02 18.06
H 1.27 -23.45 17.81
H -0.28 -23.89 20.08
C -0.63 -25.42 12.04
C -0.09 -24.52 10.92
C 1.24 -24.99 10.22
O 2.22 -25.55 11.09
C 3.46 -25.75 10.38
N -1.10 -24.32 9.89
H -1.08 -26.26 11.51
H -1.46 -24.86 12.47
H 0.08 -25.74 12.80
H 0.07 -23.54 11.37
H 1.71 -24.15 9.71
H 0.98 -25.69 9.42
H 4.10 -26.06 11.21
H 3.89 -24.89 9.87
H 3.42 -26.63 9.75
H -0.76 -23.83 9.07
H -1.99 -23.97 10.22
C -2.84 -31.63 15.03
C -2.08 -30.77 13.92
C -2.02 -29.24 14.25
O -1.55 -29.12 15.57
C -1.25 -27.78 15.99
N -0.72 -31.31 13.91
H -2.30 -31.69 15.98
H -3.04 -32.62 14.64
H -3.85 -31.28 15.24
H -2.61 -30.94 12.98
H -3.05 -28.88 14.22
H -1.47 -28.69 13.48
H -0.70 -27.78 16.93
H -2.20 -27.37 16.32
H -0.67 -27.20 15.27
H -0.14 -30.93 13.18
H -0.35 -31.01 14.79
C -1.77 -24.17 15.42
C -2.76 -23.33 16.22
C -3.62 -24.28 17.10
O -4.39 -25.19 16.29
C -5.25 -26.00 16.97
N -2.05 -22.34 16.97
H -1.31 -23.41 14.78
H -2.20 -24.98 14.83
H -0.96 -24.70 15.93
H -3.40 -22.80 15.51
H -4.21 -23.68 17.80
H -2.88 -24.85 17.66
H -5.93 -26.51 16.29
H -5.81 -25.46 17.75
H -4.78 -26.85 17.46
H -1.42 -22.67 17.69
H -2.74 -21.92 17.58
C 0.93 -21.29 15.18
C 2.17 -21.66 14.33
C 2.23 -23.12 13.79
O 2.42 -23.87 14.97
C 2.03 -25.20 14.73
N 2.23 -20.67 13.25
H -0.02 -21.40 14.67
H 1.07 -20.27 15.54
H 0.98 -21.91 16.08
H 3.08 -21.49 14.91
H 2.97 -23.37 13.02
H 1.28 -23.38 13.32
H 0.94 -25.23 14.74
H 2.52 -25.85 15.45
H 2.31 -25.65 13.78
H 1.44 -20.82 12.64
H 2.14 -19.74 13.64
C 4.66 -21.77 10.38
C 5.20 -22.58 11.51
C 6.70 -23.02 11.44
O 6.82 -24.05 10.36
C 8.14 -24.47 10.16
N 4.93 -21.84 12.72
H 4.85 -22.28 9.43
H 5.04 -20.75 10.33
H 3.58 -21.65 10.32
H 4.51 -23.43 11.52
H 7.04 -23.49 12.36
H 7.32 -22.14 11.28
H 8.26 -25.36 10.78
H 9.03 -23.84 10.27
H 8.25 -24.94 9.18
H 5.16 -22.41 13.52
H 3.98 -21.58 12.93
C 6.85 -22.21 17.76
C 6.10 -23.40 17.04
C 5.21 -24.11 17.96
O 6.08 -24.78 18.85
C 5.44 -25.21 20.03
N 5.41 -22.95 15.87
H 7.34 -22.61 18.65
H 6.14 -21.57 18.27
H 7.58 -21.62 17.21
H 6.82 -24.15 16.72
H 4.56 -24.85 17.50
H 4.57 -23.42 18.51
H 4.53 -25.79 19.81
H 5.03 -24.39 20.62
H 5.98 -25.87 20.70
H 4.99 -23.76 15.45
H 4.64 -22.33 16.11
C -2.83 -21.60 12.51
C -3.93 -21.05 11.58
C -3.59 -20.93 10.10
O -4.76 -20.36 9.51
C -4.57 -19.87 8.23
N -5.01 -22.00 11.76
H -1.99 -20.91 12.52
H -2.47 -22.56 12.16
H -3.16 -21.77 13.54
H -4.29 -20.05 11.78
H -3.19 -21.89 9.78
H -2.78 -20.21 10.01
H -5.41 -19.77 7.54
H -3.73 -20.30 7.69
H -4.21 -18.85 8.39
H -4.61 -22.89 11.49
H -5.63 -21.74 11.01
C 1.09 -15.90 12.56
C 0.24 -17.04 13.06
C -0.31 -18.14 12.16
O -1.20 -17.64 11.17
C -2.48 -17.24 11.61
N 0.98 -17.65 14.18
H 0.93 -15.71 11.50
H 2.15 -16.07 12.72
H 0.79 -15.01 13.11
H -0.59 -16.59 13.61
H -0.76 -18.96 12.71
H 0.61 -18.46 11.69
H -3.04 -16.88 10.75
H -2.35 -16.33 12.21
H -3.12 -17.93 12.16
H 0.41 -18.12 14.86
H 1.48 -17.01 14.78
C 4.03 -19.06 17.06
C 5.05 -17.92 16.91
C 6.56 -18.31 17.19
O 6.72 -18.73 18.54
C 8.12 -19.09 18.75
N 4.94 -17.30 15.64
H 3.01 -18.73 16.85
H 4.05 -19.39 18.11
H 4.32 -19.88 16.41
H 4.80 -17.19 17.68
H 7.27 -17.55 16.87
H 6.68 -19.22 16.61
H 8.50 -19.66 17.91
H 8.30 -19.74 19.61
H 8.74 -18.21 18.95
H 5.07 -18.03 14.96
H 5.73 -16.69 15.50
C 0.83 -20.77 9.76
C 1.42 -21.11 8.32
C 0.40 -21.60 7.26
O -0.33 -22.75 7.73
C -1.23 -23.17 6.67
N 1.94 -19.78 7.93
H 1.54 -20.22 10.38
H 0.48 -21.67 10.26
H -0.04 -20.11 9.72
H 2.35 -21.67 8.41
H 0.94 -21.80 6.34
H -0.38 -20.84 7.13
H -0.72 -23.50 5.77
H -2.05 -22.47 6.49
H -1.71 -24.10 6.96
H 2.79 -19.54 8.41
H 1.23 -19.14 8.27
C 6.86 -28.17 13.88
C 5.55 -27.31 14.22
C 4.32 -27.90 13.44
C 3.70 -29.19 14.07
C 3.28 -28.93 15.55
C 4.51 -28.38 16.41
N 5.27 -27.32 15.71
O 6.30 -26.78 16.54
C 3.94 -27.94 17.78
C 5.43 -29.65 16.52
C 5.80 -25.86 13.71
H 7.62 -28.13 14.67
H 7.31 -27.89 12.93
H 6.69 -29.24 13.76
H 3.53 -27.15 13.40
H 4.62 -28.09 12.41
H 4.42 -30.00 13.92
H 2.81 -29.40 13.47
H 2.91 -29.86 15.97
H 2.44 -28.23 15.48
H 3.19 -27.15 17.71
H 3.46 -28.85 18.14
H 4.78 -27.65 18.42
H 4.81 -30.52 16.72
H 5.97 -29.83 15.60
H 6.21 -29.52 17.27
H 4.88 -25.31 13.86
H 5.97 -25.85 12.64
H 6.69 -25.46 14.20
H 5.87 -25.97 16.83
C -1.53 -16.70 17.22
C -1.78 -18.03 17.87
C -2.46 -17.84 19.21
C -3.93 -17.50 19.20
C -4.65 -18.61 18.34
C -4.04 -18.85 16.92
N -2.59 -19.00 17.09
O -1.91 -19.60 16.03
C -4.74 -20.17 16.38
C -4.37 -17.79 15.90
C -0.42 -18.62 18.25
H -2.39 -16.05 17.37
H -1.20 -16.84 16.19
H -0.73 -16.21 17.79
H -2.35 -18.75 19.80
H -1.83 -17.10 19.69
H -4.08 -16.50 18.80
H -4.38 -17.44 20.19
H -5.67 -18.31 18.11
H -4.65 -19.51 18.94
H -5.81 -19.95 16.30
H -4.30 -20.44 15.42
H -4.57 -20.93 17.14
H -5.46 -17.79 15.80
H -4.01 -16.77 16.01
H -3.96 -17.97 14.91
H 0.14 -18.02 18.97
H 0.29 -18.65 17.43
H -0.53 -19.58 18.75
H -1.79 -20.51 16.31
```

Calculated values
ΔE to the lowest compared entry with this formula, charge and spin ... 0.000 eV
Maximum force ... 3.53 eV/Å
E_HOMO ... -7.89 eV
Calculated total energy ... -111284.5885 eV

---

No. 2
C37H43ClN4O7OsTe | the ωB97M-V functional and the def2-TZVPD basis

Geometry as XYZ:
```
94
C37H43ClN4O7OsTe | OMol25 | the ωB97M-V functional and the def2-TZVPD basis
Os -0.67 -0.95 1.85
N -0.15 -2.25 0.26
C 0.59 -3.41 0.80
C -0.07 -3.82 2.10
N -0.09 -2.62 2.96
C -0.96 -2.69 4.16
C -1.06 -1.29 4.75
N -1.56 -0.36 3.71
H -1.07 -2.55 -0.13
H 0.39 -1.78 -0.45
H 1.62 -3.09 0.99
H 0.61 -4.23 0.09
H 0.44 -4.66 2.58
H -1.11 -4.11 1.91
H 0.87 -2.41 3.26
H -0.57 -3.39 4.89
H -1.94 -3.03 3.82
H -0.07 -0.94 5.06
H -1.70 -1.29 5.63
H -1.46 0.62 3.95
H -2.55 -0.52 3.52
C 7.01 3.22 -4.62
C 5.81 2.60 -3.97
C 5.26 3.14 -2.81
C 4.15 2.58 -2.20
C 3.55 3.24 -0.98
C 3.59 1.44 -2.78
Te 1.90 0.56 -1.89
N 1.03 -0.33 1.87
C 2.06 0.49 1.78
O 2.79 0.53 0.77
C 2.40 1.31 2.99
C 1.50 1.55 4.03
C 1.86 2.35 5.10
C 3.13 2.91 5.15
C 4.03 2.67 4.12
C 3.66 1.88 3.04
C 0.58 1.26 -3.36
C 0.93 2.38 -4.12
C 0.07 2.86 -5.09
C -1.14 2.22 -5.31
C -1.49 1.11 -4.55
C -0.65 0.62 -3.55
C -1.08 -0.57 -2.74
C 4.11 0.87 -3.95
C 3.50 -0.34 -4.60
C 5.22 1.47 -4.52
H 7.40 4.05 -4.03
H 6.76 3.60 -5.61
H 7.81 2.49 -4.75
H 5.71 4.03 -2.38
H 4.16 4.08 -0.67
H 3.46 2.54 -0.15
H 2.54 3.61 -1.20
H 0.51 1.13 3.97
H 1.16 2.54 5.90
H 3.42 3.53 5.99
H 5.02 3.11 4.15
H 4.35 1.69 2.22
H 1.88 2.87 -3.95
H 0.35 3.73 -5.67
H -1.82 2.59 -6.07
H -2.44 0.63 -4.72
H -2.13 -0.80 -2.90
H -0.96 -0.37 -1.67
H -0.51 -1.47 -3.01
H 3.28 -1.13 -3.88
H 4.18 -0.76 -5.34
H 2.56 -0.09 -5.11
H 5.64 1.04 -5.43
O -2.69 -2.97 -0.07
C -3.26 -2.42 0.89
O -2.66 -1.63 1.72
C -4.71 -2.67 1.14
C -5.36 -2.10 2.22
C -6.71 -2.34 2.47
C -7.36 -3.16 1.58
O -8.67 -3.54 1.59
C -8.84 -4.42 0.47
O -7.60 -4.48 -0.23
C -6.72 -3.73 0.49
C -5.39 -3.50 0.24
H -4.81 -1.45 2.88
H -7.23 -1.90 3.31
H -9.62 -4.03 -0.18
H -9.10 -5.42 0.84
H -4.88 -3.94 -0.61
Cl -0.76 4.44 0.15
C -1.82 3.02 0.27
C -1.01 1.73 0.33
O -0.07 1.58 -0.45
O -1.44 0.89 1.19
H -2.45 3.00 -0.61
H -2.44 3.12 1.16
```

Calculated values
ΔE to the lowest compared entry with this formula, charge and spin ... 0.000 eV
Maximum force ... 1.29 eV/Å
2S+1 ... 2
Expectation value of S² ... 0.765
E_HOMO (spin up / spin down) ... -9.90 / -9.92 eV
Net charge ... +1
Calculated total energy ... -81638.3868 eV

---

No. 3
CH2ClNO | the ωB97M-V functional and the def2-TZVPD basis

Geometry as XYZ:
```
6
CH2ClNO | OMol25 | the ωB97M-V functional and the def2-TZVPD basis
C 0.56 0.34 -0.28
N -0.19 -0.75 0.28
O -0.77 -0.66 1.31
Cl 0.98 1.48 0.87
H 0.45 0.42 -1.32
H -1.03 -0.83 -0.86
```

Calculated values
ΔE to the lowest compared entry with this formula, charge and spin ... 5.522 eV
Maximum force ... 8.84 eV/Å
E_HOMO (spin up / spin down) ... -9.13 / -8.80 eV
Calculated total energy ... -17124.0656 eV

---

- The highest maximum force belongs to which entry?
  CH2ClNO

---

- Which value of maximum force does entry 2 give?
  1.29 eV/Å

---

- calculated total energy of number 2 (C37H43ClN4O7OsTe)?
  -81638.3868 eV